Record 1
Here is a cluster of 2 separate species, C44H58N5O2 in total at a distorted geometry from OMol25. Energies are from ωB97M-V/def2-TZVPD.

Geometry (Å):
1 C 2.6009 -3.9950 1.0430
2 C 1.8620 -3.2119 -0.0351
3 C 1.7043 -4.0355 -1.3108
4 C 2.5551 -1.8806 -0.3122
5 C 3.8580 -1.8917 -0.8113
6 C 4.5274 -0.7002 -1.0730
7 C 3.8868 0.5172 -0.8493
8 C 2.5753 0.5574 -0.3779
9 C 1.8887 1.8958 -0.1322
10 C 2.2839 2.9554 -1.1613
11 C 2.1633 2.3927 1.2816
12 C 1.9179 -0.6517 -0.0859
13 N 0.5614 -0.6361 0.4229
14 N -0.4994 -0.6134 -0.4157
15 N -1.5843 -0.6425 0.4004
16 C -2.9400 -0.6561 -0.1284
17 C -3.5831 -1.8793 -0.3531
18 C -2.8951 -3.2150 -0.0800
19 C -2.7530 -4.0389 -1.3588
20 C -3.6309 -4.0016 0.9991
21 C -4.8914 -1.8757 -0.8418
22 C -5.5466 -0.6752 -1.1076
23 C -4.8886 0.5346 -0.8955
24 C -3.5802 0.5560 -0.4074
25 C -2.8874 1.8987 -0.1859
26 C -3.6203 2.7273 0.8635
27 C -2.7419 2.6703 -1.4958
28 C -1.2162 -0.6548 1.7220
29 C -2.2028 -0.6276 2.7931
30 C 0.1644 -0.6639 1.7757
31 C 1.0426 -0.6750 2.8411
32 H 2.6790 -3.3943 1.9555
33 H 2.0669 -4.9204 1.2831
34 H 3.6131 -4.2501 0.7060
35 H 0.8623 -2.9724 0.3402
36 H 1.1452 -3.4679 -2.0630
37 H 2.6856 -4.2915 -1.7292
38 H 1.1568 -4.9622 -1.1047
39 H 4.3449 -2.8545 -0.9868
40 H 5.5506 -0.7173 -1.4528
41 H 4.4156 1.4521 -1.0443
42 H 0.8103 1.7128 -0.2314
43 H 2.1271 2.5832 -2.1786
44 H 1.6754 3.8566 -1.0298
45 H 3.3374 3.2364 -1.0498
46 H 1.8119 1.6643 2.0224
47 H 3.2434 2.5337 1.4319
48 H 1.6599 3.3501 1.4646
49 H -1.8890 -2.9863 0.2872
50 H -2.1972 -3.4744 -2.1158
51 H -2.2105 -4.9702 -1.1590
52 H -3.7403 -4.2869 -1.7678
53 H -3.7125 -3.4158 1.9219
54 H -4.6436 -4.2549 0.6609
55 H -3.0962 -4.9303 1.2282
56 H -5.3939 -2.8333 -1.0044
57 H -6.5740 -0.6825 -1.4795
58 H -5.3887 1.4855 -1.0996
59 H -1.8819 1.6799 0.1886
60 H -3.7018 2.1764 1.8077
61 H -3.0833 3.6627 1.0568
62 H -4.6333 2.9690 0.5176
63 H -2.1885 2.0718 -2.2277
64 H -3.7277 2.9062 -1.9146
65 H -2.1945 3.6053 -1.3319
66 H -1.6413 -0.6103 3.7390
67 H -2.8480 0.2695 2.7597
68 H -2.8530 -1.5205 2.7951
69 H 0.5813 -0.7450 3.8190
70 H 2.1086 -0.7257 2.6647
71 C -0.6984 3.5258 9.6567
72 C 0.1985 2.3585 9.3212
73 N -0.2826 1.7055 8.0186
74 C 0.5610 0.4908 7.6496
75 C 1.9768 0.8382 7.3687
76 C 2.4396 1.1762 6.1366
77 C 3.7847 1.5774 5.9312
78 C 4.6628 1.5848 7.0252
79 O 4.2349 1.1704 8.2686
80 C 2.9349 0.7872 8.4869
81 O 2.6328 0.4515 9.6242
82 C 5.9878 2.0093 6.9151
83 C 6.4366 2.4525 5.6779
84 C 5.5804 2.4573 4.5632
85 C 4.2723 2.0214 4.6839
86 C -0.2637 2.7657 6.9120
87 C -1.1485 3.9229 7.3106
88 N -1.7663 3.6900 8.6411
89 C -2.5857 2.4460 8.5961
90 C -1.7346 1.2584 8.2284
91 H -1.1785 3.3638 10.6282
92 H -0.1151 4.4535 9.6871
93 H 1.2343 2.6757 9.1656
94 H 0.1707 1.5743 10.0889
95 H 0.4855 -0.2113 8.4899
96 H 0.0824 0.0524 6.7603
97 H 1.7633 1.1806 5.2776
98 H 6.6361 1.9884 7.7878
99 H 7.4642 2.7975 5.5702
100 H 5.9461 2.8045 3.5953
101 H 3.5754 2.0083 3.8436
102 H 0.7747 3.0853 6.7850
103 H -0.6200 2.2760 5.9968
104 H -0.5571 4.8439 7.3770
105 H -1.9536 4.0564 6.5790
106 H -3.0213 2.3056 9.5914
107 H -3.3799 2.5929 7.8560
108 H -2.0600 0.7994 7.2886
109 H -1.7096 0.5116 9.0288

The value obtained for the energy is -58107.6257 eV. The calculation puts the orbital gap at 5.0 eV. The calculation puts the LUMO energy at -3.117 eV. For the HOMO energy, the calculation gives -8.12 eV. Its total charge is +1.

Results of the Löwdin charge analysis, in e, for atoms 1 through 6:
1. C -0.0599
2. C -0.3823
3. C -0.0591
4. C -0.1238
5. C -0.0273
6. C -0.0497

=====

Record 2
Here is a structure of composition C44H59BN12O3RbS3 at a distorted geometry from OMol25. Energies are from ωB97M-V/def2-TZVPD.

Geometry (Å):
1 Rb 1.3737 1.2554 0.1377
2 C -2.8723 1.0309 -5.7944
3 C -1.5340 0.7431 -5.1184
4 C -0.9031 2.0466 -4.6365
5 C -0.5552 0.1114 -6.1174
6 N -1.7835 -0.2368 -4.0202
7 C -1.8908 -1.5936 -4.3054
8 C -1.9963 -2.2412 -3.1366
9 N -1.9828 -1.3049 -2.1245
10 B -1.8886 -1.6618 -0.6039
11 N -1.6280 -3.1933 -0.5184
12 C -2.6382 -4.1259 -0.3593
13 C -2.0732 -5.3324 -0.2178
14 N -0.6885 -5.1460 -0.2633
15 C -0.4320 -3.8128 -0.4677
16 S 1.0698 -3.0469 -0.6556
17 C 0.3036 -6.2463 -0.1188
18 C 1.2371 -5.9656 1.0594
19 C -0.4363 -7.5502 0.1756
20 C 1.0793 -6.4143 -1.4251
21 N -3.2823 -1.4037 0.0639
22 C -4.3564 -0.8035 -0.5619
23 C -5.2830 -0.5391 0.3664
24 N -4.7870 -0.9826 1.5940
25 C -3.5425 -1.5334 1.4001
26 S -2.5392 -2.3569 2.4916
27 C -5.5546 -0.6597 2.8293
28 C -5.6395 0.8662 2.9398
29 C -6.9530 -1.2663 2.6812
30 C -4.9373 -1.1949 4.1152
31 C -1.8681 -0.0608 -2.6656
32 S -2.0015 1.3816 -1.7734
33 H -2.7232 1.6894 -6.6532
34 H -3.5496 1.5190 -5.0912
35 H -3.3392 0.1073 -6.1434
36 H -0.7020 2.6554 -5.5210
37 H 0.0406 1.8635 -4.1190
38 H -1.5530 2.5922 -3.9592
39 H -0.2316 0.8777 -6.8220
40 H -1.0057 -0.6965 -6.6944
41 H 0.3216 -0.2797 -5.5999
42 H -1.8715 -1.9824 -5.3053
43 H -2.0689 -3.2962 -2.9371
44 H -1.0477 -0.9648 -0.0860
45 H -3.6772 -3.8499 -0.3526
46 H -2.5376 -6.2833 -0.0515
47 H 0.6545 -5.8021 1.9690
48 H 1.8477 -5.0856 0.8734
49 H 1.8872 -6.8312 1.2094
50 H -1.0286 -7.4812 1.0896
51 H 0.3092 -8.3332 0.3152
52 H -1.0842 -7.8484 -0.6505
53 H 1.6050 -5.4953 -1.6795
54 H 0.3945 -6.6679 -2.2382
55 H 1.8062 -7.2230 -1.3157
56 H -4.3639 -0.5955 -1.6163
57 H -6.2460 -0.0755 0.2615
58 H -6.1297 1.3124 2.0740
59 H -4.6347 1.2883 3.0162
60 H -6.2024 1.1398 3.8344
61 H -7.5055 -0.8375 1.8444
62 H -7.5258 -1.0831 3.5924
63 H -6.8774 -2.3444 2.5296
64 H -3.9353 -0.8057 4.2796
65 H -4.8682 -2.2811 4.1140
66 H -5.5870 -0.8750 4.9342
67 O 8.4528 3.8120 1.5840
68 C 7.6556 4.3986 0.8281
69 O 7.6894 5.5347 0.3188
70 C 6.3956 3.5761 0.4710
71 C 6.1847 2.3214 1.0162
72 C 5.0432 1.6051 0.6776
73 N 4.1111 2.0936 -0.1478
74 C 4.3201 3.2983 -0.6889
75 C 5.4443 4.0653 -0.4082
76 C 3.2855 3.8084 -1.6464
77 C 3.6714 4.5158 -2.7834
78 C 2.6981 4.9778 -3.6512
79 C 1.3645 4.7263 -3.3672
80 C 1.0679 4.0206 -2.2135
81 N 1.9982 3.5724 -1.3681
82 C 4.8083 0.2207 1.2096
83 C 5.8556 -0.5460 1.7131
84 C 5.5941 -1.8272 2.1691
85 C 4.3008 -2.3187 2.1084
86 C 3.3158 -1.4904 1.5942
87 N 3.5573 -0.2523 1.1604
88 H 6.9327 1.9519 1.7046
89 H 5.6002 5.0518 -0.8264
90 H 4.7217 4.6812 -2.9825
91 H 2.9791 5.5242 -4.5432
92 H 0.5710 5.0607 -4.0224
93 H 0.0373 3.7955 -1.9518
94 H 6.8628 -0.1542 1.7295
95 H 6.3987 -2.4369 2.5622
96 H 4.0549 -3.3198 2.4367
97 H 2.2913 -1.8370 1.5095
98 C 0.0546 1.2533 3.7738
99 C -1.1011 1.2937 2.7629
100 N -0.9004 2.2954 1.7271
101 C -0.9705 3.6899 2.1384
102 C 0.2330 4.4937 1.6235
103 N 1.4792 3.8001 1.8905
104 C 1.9034 3.6908 3.2775
105 C 2.3238 2.2533 3.6216
106 N 1.3594 1.2888 3.1212
107 H -0.0753 0.3554 4.3863
108 H -0.0203 2.1050 4.4571
109 H -2.0369 1.4442 3.3274
110 H -1.1710 0.3214 2.2789
111 H -1.5063 2.1083 0.9386
112 H -0.9911 3.7358 3.2311
113 H -1.8900 4.1788 1.7964
114 H 0.1893 5.5095 2.0490
115 H 0.1473 4.5918 0.5381
116 H 2.2231 4.1442 1.2993
117 H 1.0762 3.9879 3.9281
118 H 2.7346 4.3640 3.5129
119 H 2.4850 2.1873 4.7088
120 H 3.2813 2.0444 3.1365
121 H 1.7710 0.3705 3.0485
122 O 1.5586 0.0483 -2.1657
123 C 0.9916 -0.7744 -2.6708

As for the energy above the lowest of the compared OMol25 structures with the same formula, charge and spin: 0.869 eV. The value obtained for the energy is -104455.1844 eV. The calculation puts the orbital gap at 6.8 eV. The calculation puts the LUMO energy at 1.859 eV. For the HOMO energy, the calculation gives -4.99 eV. Its total charge is -1.

Results of the Löwdin charge analysis, in e, for atoms 1 through 6:
1. Rb 0.7858
2. C -0.0288
3. C -0.5438
4. C -0.0936
5. C -0.0414
6. N -0.0098

=====

Record 3
Here is a cluster of 15 separate species, C44H59N17S in total at a distorted geometry from OMol25. Energies are from ωB97M-V/def2-TZVPD.

Geometry (Å):
1 C 6.9176 0.0128 -0.5781
2 C 7.0958 0.3562 -2.0830
3 N 6.0005 1.1460 -2.6692
4 C 4.7364 0.5192 -2.5820
5 C 4.5740 -0.8005 -3.0798
6 C 3.3168 -1.3718 -2.9264
7 C 2.2385 -0.7016 -2.3085
8 C 2.4262 0.6127 -1.8544
9 C 3.6817 1.2329 -1.9862
10 S 1.0029 1.4487 -1.1048
11 C -0.3641 0.6503 -1.9614
12 C -1.5690 1.3643 -2.1511
13 C -2.6124 0.6641 -2.8228
14 C -2.4623 -0.6618 -3.2884
15 C -1.2417 -1.2942 -3.0545
16 C -0.1712 -0.6676 -2.3931
17 N 1.0108 -1.4555 -2.1947
18 H 7.4229 -0.9568 -0.3979
19 H 7.3809 0.7459 0.1048
20 H 5.8714 -0.1272 -0.2640
21 H 8.0079 0.9697 -2.1782
22 H 7.1947 -0.5688 -2.6692
23 H 5.9847 2.1008 -2.3374
24 H 5.4221 -1.3113 -3.5352
25 H 3.1440 -2.3852 -3.2943
26 H 3.8765 2.2383 -1.6225
27 H -1.6974 2.3804 -1.7761
28 H -3.6056 1.1245 -3.0154
29 H -3.2631 -1.2143 -3.7803
30 H -1.0952 -2.3273 -3.3919
31 H 1.0001 -1.8376 -1.2493
32 C -2.9242 4.4790 -3.8287
33 C -4.0556 3.5361 -3.7276
34 N -4.9834 2.7706 -3.6516
35 H -3.2542 5.4311 -4.2554
36 H -2.5101 4.6631 -2.8364
37 H -2.1479 4.0586 -4.4636
38 C -8.6752 1.3713 -1.9542
39 C -7.4710 1.9047 -2.6131
40 N -6.4930 2.2247 -3.1755
41 H -9.4206 2.1594 -1.8665
42 H -9.0868 0.5539 -2.5473
43 H -8.4290 0.9985 -0.9571
44 C 0.6150 1.6904 2.6799
45 C 1.7380 2.1480 3.5040
46 N 2.6171 2.5025 4.1478
47 H 0.9340 1.5785 1.6472
48 H 0.2564 0.7306 3.0497
49 H -0.1970 2.4157 2.7232
50 C -2.3041 0.7141 5.1400
51 C -2.1427 -0.2511 4.0463
52 N -2.0067 -0.9952 3.1865
53 H -2.7898 0.2354 5.9883
54 H -1.3297 1.0842 5.4511
55 H -2.9150 1.5514 4.8051
56 C -2.1025 -4.3826 4.1074
57 C -3.2342 -5.3110 4.2276
58 N -4.1169 -6.0344 4.3222
59 H -2.4366 -3.4448 3.6665
60 H -1.6820 -4.1826 5.0913
61 H -1.3325 -4.8184 3.4735
62 C 2.5750 -5.1589 -5.0985
63 C 3.7160 -4.7252 -4.2842
64 N 4.6036 -4.3809 -3.6485
65 H 2.8814 -5.2620 -6.1378
66 H 2.2075 -6.1178 -4.7377
67 H 1.7750 -4.4226 -5.0331
68 C -6.5042 -1.4419 -4.6503
69 C -7.9557 -1.2135 -4.6374
70 N -9.0847 -1.0210 -4.6210
71 H -6.1544 -1.5336 -5.6768
72 H -5.9951 -0.6044 -4.1729
73 H -6.2713 -2.3583 -4.1105
74 C 3.9456 2.7952 7.0995
75 C 3.6142 3.3825 8.4044
76 N 3.3507 3.8372 9.4223
77 H 4.2647 1.7624 7.2294
78 H 3.0742 2.8182 6.4504
79 H 4.7498 3.3600 6.6322
80 C 4.9930 4.3026 2.1015
81 C 4.1133 3.7802 1.0512
82 N 3.4269 3.3709 0.2309
83 H 4.7572 3.8201 3.0494
84 H 6.0324 4.1028 1.8460
85 H 4.8501 5.3770 2.2018
86 C 8.5600 -3.8101 -3.2597
87 C 9.4619 -2.7084 -2.8954
88 N 10.1721 -1.8556 -2.6146
89 H 7.8259 -3.4635 -3.9850
90 H 9.1330 -4.6269 -3.6948
91 H 8.0404 -4.1709 -2.3740
92 C -4.6584 3.4700 -0.1907
93 C -3.3455 3.3369 0.4277
94 N -2.3089 3.2244 0.8972
95 H -4.9467 4.5183 -0.2522
96 H -4.6215 3.0616 -1.1973
97 H -5.4004 2.9300 0.3955
98 C 0.0094 2.2261 -6.8823
99 C -0.1043 3.5834 -6.3356
100 N -0.1967 4.6398 -5.9036
101 H 0.7081 1.6448 -6.2826
102 H -0.9644 1.7394 -6.8662
103 H 0.3700 2.2706 -7.9084
104 C -6.2581 -5.8041 -3.0660
105 C -5.0623 -5.0550 -3.4732
106 N -4.1229 -4.4813 -3.7872
107 H -6.5057 -6.5444 -3.8245
108 H -6.0717 -6.3103 -2.1206
109 H -7.0985 -5.1224 -2.9455
110 C 0.1621 1.3467 8.7338
111 C 0.3120 0.3827 7.6362
112 N 0.4303 -0.3710 6.7800
113 H -0.3199 0.8650 9.5830
114 H 1.1400 1.7160 9.0413
115 H -0.4481 2.1879 8.4076
116 C -1.5843 -2.5629 10.2836
117 C -1.4261 -1.2095 10.8296
118 N -1.3026 -0.1535 11.2559
119 H -2.5631 -2.9566 10.5512
120 H -1.4942 -2.5357 9.1988
121 H -0.8139 -3.2162 10.6889

The value obtained for the energy is -82742.6546 eV. The calculation puts the orbital gap at 7.0 eV. The calculation puts the LUMO energy at 0.212 eV. For the HOMO energy, the calculation gives -6.74 eV.

Results of the Löwdin charge analysis, in e, for atoms 1 through 6:
1. C -0.0831
2. C -0.2502
3. N -0.0161
4. C -0.2847
5. C -0.0175
6. C -0.0248

=====

Record 4
Here is a structure of composition C44H59N5S3Sn at a distorted geometry from OMol25. Energies are from ωB97M-V/def2-TZVPD.

Geometry (Å):
1 Sn 0.3622 -0.1961 -0.5898
2 C -6.0909 1.6577 -0.2852
3 C -5.0191 1.5259 -1.3703
4 C -3.9632 0.5426 -0.9954
5 C -3.9536 -0.8127 -1.1652
6 C -5.0161 -1.6781 -1.7450
7 C -5.8528 -2.3563 -0.6554
8 C -2.6822 -1.2808 -0.6334
9 C -2.2978 -2.5716 -0.4291
10 C -1.1127 -3.0044 0.2287
11 C -0.9292 -4.3409 0.7617
12 C -1.9588 -5.4135 0.7068
13 C -3.0736 -5.1538 1.7233
14 C 0.2990 -4.3559 1.3532
15 C 0.8597 -3.0251 1.1526
16 C 2.0834 -2.6302 1.5973
17 C 2.6161 -1.3141 1.6169
18 N 1.9393 -0.2440 1.2335
19 C 2.7050 0.8542 1.5798
20 C 2.2583 2.1387 1.5333
21 C 0.9239 2.5536 1.2573
22 N -0.0083 1.8136 0.6712
23 C -1.1828 2.5437 0.7124
24 C -2.3766 2.1558 0.1825
25 C -2.7004 0.8839 -0.3618
26 N -1.9377 -0.1922 -0.2134
27 C -0.9381 3.8075 1.3992
28 C 0.3870 3.8196 1.7224
29 C 1.1914 4.8690 2.4121
30 C 2.0569 5.6529 1.4188
31 C -1.9990 4.7782 1.7694
32 C -2.7723 4.2607 2.9903
33 C 3.9670 0.4054 2.1669
34 C 3.9078 -0.9575 2.2019
35 C 4.8301 -2.0231 2.6997
36 C 6.2078 -1.6113 3.2024
37 C 4.9885 1.3639 2.6750
38 C 4.6340 1.8743 4.0788
39 N -0.0551 -2.2423 0.4746
40 C 0.9613 -5.4386 2.1276
41 C 0.8616 -5.1823 3.6389
42 H -6.8217 2.4087 -0.5694
43 H -5.6493 1.9506 0.6631
44 H -6.6068 0.7132 -0.1475
45 H -4.5610 2.5006 -1.5526
46 H -5.4983 1.2077 -2.2991
47 H -4.5666 -2.4451 -2.3815
48 H -5.6751 -1.0682 -2.3645
49 H -5.2390 -3.0058 -0.0380
50 H -6.6366 -2.9522 -1.1123
51 H -6.3184 -1.6156 -0.0119
52 H -2.9871 -3.3539 -0.7145
53 H -1.4953 -6.3752 0.9256
54 H -2.3809 -5.4655 -0.2996
55 H -2.6776 -5.2145 2.7327
56 H -3.8592 -5.8956 1.6185
57 H -3.5058 -4.1651 1.5847
58 H 2.6943 -3.3892 2.0629
59 H 2.9330 2.9166 1.8602
60 H -3.1957 2.8616 0.2354
61 H 1.8348 4.4065 3.1634
62 H 0.5323 5.5634 2.9318
63 H 2.7411 4.9969 0.8830
64 H 2.6421 6.4011 1.9469
65 H 1.4332 6.1596 0.6863
66 H -2.6894 4.9265 0.9358
67 H -1.5485 5.7414 2.0074
68 H -3.2673 3.3188 2.7684
69 H -3.5201 4.9900 3.2863
70 H -2.0956 4.1032 3.8260
71 H 4.9619 -2.7385 1.8799
72 H 4.3149 -2.5522 3.5102
73 H 6.7852 -1.1192 2.4265
74 H 6.7472 -2.5054 3.5029
75 H 6.1363 -0.9625 4.0689
76 H 5.0608 2.2138 1.9912
77 H 5.9619 0.8861 2.7195
78 H 5.3711 2.6118 4.3871
79 H 4.6388 1.0592 4.7962
80 H 3.6489 2.3339 4.0948
81 H 2.0146 -5.5072 1.8436
82 H 0.4810 -6.3912 1.9020
83 H 1.3458 -4.2473 3.9118
84 H 1.3429 -5.9919 4.1806
85 H -0.1783 -5.1288 3.9504
86 C 2.4811 0.6138 -5.5608
87 C 3.4138 0.2051 -4.4370
88 S 2.8815 0.6553 -2.7507
89 C 2.8755 2.4808 -2.7093
90 C 1.6626 3.1752 -3.3135
91 S 0.0792 2.4336 -2.7596
92 C -0.8940 2.1986 -4.2985
93 C -0.1650 1.6922 -5.5313
94 S 0.7366 0.1218 -5.2623
95 H 2.7917 0.1175 -6.4827
96 H 2.5076 1.6882 -5.7233
97 H 4.4031 0.6338 -4.6008
98 H 3.5017 -0.8805 -4.3842
99 H 3.7942 2.8252 -3.1862
100 H 2.9258 2.7040 -1.6429
101 H 1.6844 3.1510 -4.3982
102 H 1.6537 4.2179 -2.9921
103 H -1.3649 3.1556 -4.5298
104 H -1.6591 1.4853 -3.9916
105 H 0.5319 2.4290 -5.9250
106 H -0.9077 1.4960 -6.3056
107 C -1.4629 -3.7163 -4.2675
108 C -0.9269 -2.7126 -3.4062
109 N -0.5100 -1.9030 -2.7114
110 H -1.5720 -4.6538 -3.7201
111 H -0.7934 -3.8737 -5.1156
112 H -2.4385 -3.3985 -4.6365

As for the energy above the lowest of the compared OMol25 structures with the same formula, charge and spin: 0.362 eV. The value obtained for the energy is -92360.9150 eV. The calculation puts the orbital gap (spin up / spin down) at 4.4 / 4.4 eV. The calculation puts the LUMO energy (spin up / spin down) at -7.883 / -7.883 eV. For the HOMO energy (spin up / spin down), the calculation gives -12.23 / -12.23 eV. Its total charge is +2.

Results of the Löwdin charge analysis, in e, for atoms 1 through 6:
1. Sn 1.3081
2. C -0.0597
3. C -0.1784
4. C -0.1021
5. C -0.0997
6. C -0.1676

=====

Q: Which of these has the lowest energy?
A: C44H59BN12O3RbS3